Record 1
# BrH2IO2Si

BrH2IO2Si in the gas phase (wB97M-V/def2-TZVPD, the Open Molecules 2025 dataset).

Geometry as XYZ:
```
7
Properties=species:S:1:pos:R:3:forces:R:3:mulliken_spin:R:1
O 0.2573 -0.2323 -1.5408 -0.87 0.37 -1.39 -0.0154
O -0.0844 -0.0521 1.0764 -1.53 0.55 0.51 -0.0050
Si 0.9634 -0.2749 -0.1166 0.95 -0.78 0.67 0.7643
Br 2.2961 -2.7911 0.0495 0.66 -0.98 0.05 1.0226
I 2.8794 1.2197 -0.0720 0.83 0.78 -0.02 0.2335
H -0.6777 -0.4025 -1.6583 -0.24 0.04 -0.02 0.0065
H 0.1555 -0.0041 1.9985 0.20 0.01 0.20 -0.0066
```
Forces are in eV/Å.

Summary:
⟨S²⟩ = 2.0058
2S+1 = 3
E_LUMO (spin up / spin down) = 0.019 / -0.151 hartree
HOMO level (spin up / spin down) = -0.2224 / -0.3585 hartree

Record 2
# BrH2NO2S

2 unconnected molecules or ions with the total composition BrH2NO2S (wB97M-V/def2-TZVPD, the Open Molecules 2025 dataset).

Geometry as XYZ:
```
7
Properties=species:S:1:pos:R:3:forces:R:3:mulliken_charge:R:1
N 0.0215 0.2224 0.0824 -1.97 -0.10 -0.56 -0.3304
O 1.0562 -1.9326 -0.4677 0.10 -0.24 -0.61 -0.4622
O 2.4779 -0.1245 0.5197 -1.08 0.20 -0.78 -0.4745
S 1.3965 -0.5325 -0.3804 0.28 -0.46 1.16 0.7877
Br -4.0019 1.3211 -0.3069 0.05 -0.02 0.00 -0.0029
H -0.9766 0.1227 -0.2038 1.65 -0.83 -0.47 0.2313
H 0.0262 0.9233 0.7567 0.96 1.45 1.26 0.2509
```
Forces are in eV/Å.

Summary:
E_LUMO (spin up / spin down) = -0.078 / -0.158 hartree
HOMO level (spin up / spin down) = -0.4120 / -0.3622 hartree

Record 3
# BrH2NO2S

2 unconnected molecules or ions with the total composition BrH2NO2S (wB97M-V/def2-TZVPD, the Open Molecules 2025 dataset).

Geometry as XYZ:
```
7
Properties=species:S:1:pos:R:3:forces:R:3:mulliken_spin:R:1
N -1.4523 -0.3595 0.4762 -0.64 -0.66 -1.12 1.0769
O 1.1964 1.3100 1.1937 0.71 0.23 -0.16 0.1233
O 0.8414 1.0866 -1.3052 -0.12 0.95 -0.04 0.1677
S 0.8795 0.5519 0.0256 -0.79 0.52 0.12 0.3410
Br 1.9414 -1.3431 -0.3875 1.04 -1.37 0.22 0.3445
H -2.0635 0.1409 -0.2288 0.48 -1.14 0.84 -0.0262
H -1.3429 -1.3868 0.2261 -0.68 1.46 0.14 -0.0273
```
Forces are in eV/Å.

Summary:
⟨S²⟩ = 2.0122
2S+1 = 3
E_LUMO (spin up / spin down) = 0.004 / -0.114 hartree
HOMO level (spin up / spin down) = -0.3310 / -0.4062 hartree

Record 4
# BrH2O2PS

2 unconnected molecules or ions with the total composition BrH2O2PS (wB97M-V/def2-TZVPD, the Open Molecules 2025 dataset).

Geometry as XYZ:
```
7
Properties=species:S:1:pos:R:3:forces:R:3:mulliken_charge:R:1
O -0.7863 1.2773 -1.7511 0.59 0.13 -0.27 -0.4502
P -1.2440 0.2043 -0.8865 -1.37 0.04 0.67 0.7584
S -2.2471 0.4367 0.7535 0.96 -0.83 -1.18 -0.2434
Br -1.1207 -1.7017 -2.0266 -0.05 0.64 0.88 -0.0794
O 1.5153 -0.2957 1.0981 0.03 0.41 0.25 -0.5975
H 1.4182 0.4866 1.6534 -0.51 0.05 -0.03 0.3151
H 2.4646 -0.4075 1.1592 0.35 -0.44 -0.31 0.2969
```
Forces are in eV/Å.

Summary:
E_LUMO = -0.050 hartree
HOMO level = -0.3734 hartree
SMILES string = O=P(=S)Br.O

Record 5
# BrH2O2PS

2 unconnected molecules or ions with the total composition BrH2O2PS (wB97M-V/def2-TZVPD, the Open Molecules 2025 dataset).

Geometry as XYZ:
```
7
Properties=species:S:1:pos:R:3:forces:R:3:mulliken_charge:R:1
O -0.1422 -0.3514 -0.5754 -0.26 -0.08 0.14 -0.4464
O 1.4082 0.4603 1.0039 -1.75 -0.43 2.94 -0.3637
P 1.3437 0.2945 -0.5143 1.37 -0.26 -3.58 0.4144
S 1.8016 -2.8705 -1.3260 0.02 0.15 0.01 -0.0322
Br 0.8667 2.4090 -1.1449 -0.09 0.31 -0.24 -0.2902
H -0.4299 -0.3907 -1.4886 -0.42 -0.19 -0.35 0.3362
H 0.4385 0.2848 1.1922 1.14 0.51 1.08 0.3820
```
Forces are in eV/Å.

Summary:
E_LUMO (spin up / spin down) = -0.105 / -0.105 hartree
HOMO level (spin up / spin down) = -0.3565 / -0.3524 hartree

Record 6
# BrH2PS

A molecular structure, BrH2PS (wB97M-V/def2-TZVPD, the Open Molecules 2025 dataset).

Geometry as XYZ:
```
5
Properties=species:S:1:pos:R:3:forces:R:3:mulliken_charge:R:1
P 0.4028 -0.1853 0.0797 -0.04 -0.27 -1.66 0.2704
S 2.0513 -1.2952 0.0751 -2.35 1.08 0.47 -0.1950
Br -2.4660 0.2887 0.0787 1.43 -0.82 0.07 -0.4005
H 0.0569 0.3923 -1.1490 0.36 -0.30 -0.01 0.1607
H -0.0451 0.7994 0.9154 0.60 0.31 1.13 0.1644
```
Forces are in eV/Å.

Summary:
E_LUMO (spin up / spin down) = -0.116 / -0.116 hartree
HOMO level (spin up / spin down) = -0.3585 / -0.3586 hartree

Maximum force
In order: 1.702, 2.145, 1.733, 1.730, 3.844, 2.633
Unit: eV Å⁻¹
Relative energy (zero: lowest compared OMol25 entry of this formula, charge and spin)
In order: 9.9, 230.4, 94.9, 143.0, 370.5, 182.9
Unit: kJ/mol